Computed, not measured: a 14-piece molecular cluster, C98H224N7O13P2 overall, with the ωB97M-V functional and the def2-TZVPD basis.

XYZ file:
```
344
Properties=species:S:1:pos:R:3:forces:R:3
C -5.49974 -21.21283 30.77841 0.113 -0.514 1.570
C -6.81243 -21.96579 31.23617 0.815 0.681 1.222
C -8.01789 -21.27898 30.58547 0.115 -0.398 -1.128
C -9.41548 -21.47786 31.28003 1.823 0.679 -0.152
P -10.84134 -20.48577 30.69397 -0.114 -1.130 2.070
C -11.31875 -19.34315 32.00996 0.482 0.120 -1.565
C -11.55402 -19.99363 33.32546 -1.131 0.672 1.318
C -12.16291 -18.96761 34.33550 -1.279 -1.403 -1.557
C -11.41542 -17.70607 34.47458 0.619 1.764 -1.420
C -10.57014 -19.52032 29.27079 -0.523 -1.324 -1.794
C -10.47280 -20.43949 27.97286 0.580 2.101 0.986
C -10.06995 -19.66903 26.70314 -0.887 -0.078 -0.277
C -10.95474 -18.42266 26.43939 -0.027 -0.486 -0.704
C -12.19683 -21.60656 30.39506 0.704 -0.335 -2.242
C -13.45683 -21.01914 29.72368 -0.165 -1.270 1.269
C -14.40659 -22.16824 29.33040 -0.901 -0.035 -0.637
C -15.69876 -21.57132 28.64775 1.382 -0.861 -0.314
H -4.52555 -21.73670 31.05340 -1.378 0.512 -0.160
H -5.46298 -20.18090 31.24497 -0.101 -1.101 -0.648
H -5.48939 -21.16469 29.70724 0.121 0.333 -0.536
H -6.92504 -21.84051 32.33144 0.187 -0.128 -0.274
H -6.71391 -23.05141 31.08105 -0.472 0.457 -0.277
H -7.99278 -21.59755 29.53254 -0.580 -0.227 0.141
H -7.67949 -20.25235 30.48909 -0.552 0.610 0.412
H -9.20975 -21.25669 32.33664 -0.480 0.190 -0.136
H -9.64232 -22.52596 31.22824 -0.450 -0.527 -0.284
H -12.19757 -18.85776 31.63577 -0.982 0.193 -0.239
H -10.60055 -18.52997 31.94200 0.477 0.027 0.636
H -10.61996 -20.31727 33.70639 0.891 -0.728 0.530
H -12.25555 -20.84044 33.20687 0.443 0.241 0.153
H -12.48909 -19.39545 35.25625 0.628 -0.756 0.942
H -13.16735 -18.76776 33.92409 0.239 0.456 -0.161
H -11.53474 -17.13248 33.54006 0.016 -0.098 0.042
H -10.31558 -17.70215 34.58163 -0.530 -0.517 0.618
H -11.91641 -17.06051 35.16912 0.200 0.263 0.818
H -9.66533 -19.01093 29.40171 1.438 1.015 0.192
H -11.38642 -18.80663 29.30366 -0.175 0.236 -0.511
H -11.43609 -20.88361 27.83330 -0.493 -0.430 -0.306
H -9.74922 -21.20357 28.19742 0.242 -0.565 -0.033
H -10.15604 -20.44520 25.92176 -0.239 0.601 -0.104
H -9.03955 -19.32759 26.62216 0.267 -0.177 0.658
H -12.02433 -18.65564 26.59778 0.361 -0.012 -0.557
H -10.74650 -18.03900 25.39625 -0.539 -0.294 1.203
H -10.76697 -17.62498 27.15997 0.374 0.017 -0.111
H -12.44470 -22.17631 31.24526 -0.340 -0.338 1.498
H -11.70525 -22.41234 29.78381 -0.415 0.571 0.022
H -13.23715 -20.46714 28.83139 0.196 0.627 -0.301
H -13.97060 -20.39168 30.48996 0.195 -0.133 -0.820
H -14.63836 -22.77286 30.21657 -0.382 0.447 0.105
H -13.95742 -22.97849 28.68582 -0.033 1.290 0.150
H -16.36614 -22.32876 28.32075 -0.470 -1.079 -0.267
H -15.51231 -20.98689 27.74909 0.589 0.039 -0.064
H -16.31178 -20.95574 29.24255 -0.341 0.856 1.314
C -7.33959 -34.39021 19.44086 1.734 -0.210 -0.933
C -6.64018 -33.49083 20.49653 0.527 0.184 0.189
C -5.07724 -33.54359 20.31414 -1.061 -0.604 0.156
C -4.60488 -32.57619 19.32039 0.535 1.819 -3.607
P -2.94760 -32.80100 18.63846 0.443 0.150 -0.840
C -2.59453 -34.30583 17.67075 0.991 -0.265 1.165
C -3.75377 -34.85145 16.96991 -0.334 -3.912 -2.303
C -3.25752 -36.12805 15.96105 0.383 3.128 1.860
C -4.41367 -36.79862 15.38580 -1.428 0.864 -4.266
C -2.15424 -31.39246 17.75337 0.912 -0.340 -1.665
C -2.39358 -29.91493 18.06616 1.365 0.502 1.262
C -1.97157 -28.92784 16.95291 -0.774 0.070 1.185
C -0.53603 -28.94400 16.45006 0.003 2.018 1.088
C -1.99855 -32.97954 20.09586 0.811 0.331 0.096
C -1.87768 -31.73901 20.87714 2.850 2.994 4.479
C -0.77192 -31.77923 22.67340 -1.135 1.225 -5.000
C -1.65180 -32.26334 23.75698 -0.735 -0.566 -0.355
H -6.76739 -34.38049 18.39420 -1.558 0.608 2.013
H -8.37644 -34.10304 19.42522 -0.359 0.083 -0.745
H -7.31901 -35.45550 19.65821 0.114 -0.063 0.501
H -6.81746 -33.74371 21.56471 -0.335 -0.305 -0.817
H -7.09734 -32.46486 20.38080 1.016 -0.736 0.061
H -4.78915 -34.51770 19.94617 -0.300 -0.737 0.094
H -4.47133 -33.40436 21.20339 -0.444 0.120 0.521
H -4.39992 -31.61155 19.73037 -0.325 1.067 0.643
H -5.21295 -32.35016 18.40216 -0.177 -0.539 1.001
H -2.28448 -35.12896 18.36993 0.248 1.021 -0.324
H -1.75530 -34.08857 16.97158 -0.398 -0.025 0.521
H -4.29284 -34.14867 16.37838 -0.507 0.503 -0.587
H -4.43507 -35.44315 17.57929 -0.227 0.689 0.569
H -2.67505 -36.81639 16.55041 0.337 -0.131 0.501
H -2.57601 -35.61893 15.28013 -0.105 -0.422 -0.480
H -5.07241 -37.30266 16.03047 -1.307 0.303 1.359
H -4.22271 -37.63274 14.75512 1.394 -1.029 -0.511
H -4.90918 -36.19881 14.49680 0.260 -0.508 2.377
H -2.20982 -31.45796 16.63683 -0.875 -0.515 0.650
H -1.06522 -31.70423 17.80232 -0.867 0.512 0.635
H -1.88421 -29.63467 19.00888 -0.135 -0.231 -0.381
H -3.42093 -29.65298 18.24153 -0.760 -0.448 0.092
H -2.36288 -27.94386 17.38670 0.883 -0.968 -1.146
H -2.59126 -29.25960 16.16137 -0.972 0.365 -1.244
H 0.04546 -28.60463 17.31543 0.572 -1.098 0.208
H -0.35483 -27.94758 15.89708 -0.349 -2.243 -0.525
H -0.27174 -29.96746 16.05098 0.198 1.683 0.034
H -1.09145 -33.42355 19.68183 0.547 0.201 0.701
H -2.50784 -33.70310 20.66352 -0.432 -1.378 0.764
H -2.62986 -31.21915 21.52632 -0.238 -1.017 -1.533
H -1.13967 -30.95730 20.58569 -0.928 -0.786 -0.693
H -0.54032 -30.67143 22.61537 -0.054 -1.483 0.406
H -0.04783 -32.39142 22.07444 -0.243 0.336 1.809
H -1.13671 -32.17638 24.68104 0.316 0.086 1.137
H -1.83796 -33.30798 23.59277 -0.015 -0.730 0.110
H -2.67932 -31.83607 23.86815 0.990 0.315 -0.336
C -16.35456 -31.77138 23.34279 -0.570 -1.328 -1.381
C -15.48054 -30.60131 23.44531 2.061 1.726 0.295
C -15.90091 -29.47409 22.50030 -0.197 0.608 0.206
N -15.00538 -28.20770 22.35670 -1.207 -0.636 -0.176
C -14.84835 -27.62497 23.74713 1.130 -2.631 -1.770
C -13.90651 -26.54287 23.78174 0.697 2.976 1.100
C -12.51306 -26.81859 23.29915 0.654 -0.011 -0.799
C -12.61826 -27.40327 21.84624 -1.151 1.188 1.133
C -13.69407 -28.52316 21.69793 1.508 -0.062 2.510
C -15.76768 -27.23561 21.52090 -0.867 -1.054 0.387
H -17.40202 -31.60533 23.50738 -0.520 0.324 0.231
H -16.01257 -32.49402 24.03903 0.110 -0.812 0.760
H -16.26089 -32.25434 22.35792 -0.114 0.191 0.163
H -14.47232 -30.89947 23.11766 -0.114 -0.119 0.284
H -15.36184 -30.31883 24.52555 -0.330 0.219 -1.035
H -16.89377 -29.12293 22.76873 0.009 0.409 0.388
H -16.07592 -29.82446 21.49660 0.428 -0.430 -0.509
H -14.35692 -28.46797 24.21248 -0.446 -0.230 1.002
H -15.82281 -27.39470 24.08166 -0.971 0.079 0.651
H -13.87786 -26.27364 24.82052 0.275 0.108 0.927
H -14.29803 -25.60999 23.39077 -0.055 0.107 -0.743
H -11.96827 -27.46808 23.98222 -0.239 -0.689 0.036
H -11.86753 -25.90072 23.37944 -0.893 -0.553 -0.642
H -11.65758 -27.75836 21.55456 0.584 -0.509 -0.559
H -12.92325 -26.54783 21.21349 0.233 -0.564 0.060
H -13.34543 -29.47999 22.14569 -0.121 0.662 -0.242
H -13.86107 -28.67553 20.68213 -0.547 -0.403 -1.725
H -15.75448 -27.56518 20.48062 -0.551 -0.253 0.197
H -15.26642 -26.31191 21.52192 0.602 1.375 0.185
H -16.75927 -27.17171 22.01901 0.464 0.148 -0.899
C -3.61094 -17.05669 23.62668 -0.184 0.465 -0.299
C -3.30319 -18.54156 23.38566 -0.421 -0.064 0.605
C -4.47478 -19.41145 22.80962 2.002 0.340 0.326
N -4.98063 -20.36973 23.79609 -0.636 -1.540 0.293
C -5.56995 -19.71824 25.02439 -2.175 0.562 -1.703
C -6.34414 -20.63660 25.93530 -0.526 0.050 -0.085
C -7.35322 -21.54774 25.24522 -0.611 -0.206 1.213
C -6.79571 -22.16661 24.02170 0.205 -1.620 -0.816
C -6.08540 -21.16605 23.12555 -0.806 0.875 0.052
C -3.87143 -21.32574 24.10801 -0.913 -1.075 1.799
H -4.28449 -16.95553 24.48453 0.321 0.175 0.102
H -4.21715 -16.66889 22.76799 0.881 0.030 0.525
H -2.65257 -16.43727 23.79674 -1.666 -0.983 -0.348
H -2.90149 -18.98384 24.30714 -0.361 -0.015 -0.011
H -2.46654 -18.57834 22.73922 0.707 -0.241 -1.109
H -4.14837 -20.07670 22.00056 0.084 0.587 -0.085
H -5.27441 -18.81321 22.46181 -0.913 0.722 -0.312
H -6.25896 -18.92422 24.63144 0.596 -0.569 0.080
H -4.80030 -19.26249 25.54909 1.586 0.814 0.888
H -7.02680 -20.01354 26.49997 0.543 0.500 0.689
H -5.61330 -21.06587 26.59564 0.062 -0.789 0.534
H -8.19820 -20.92466 24.97004 -0.174 0.244 -0.300
H -7.82716 -22.27490 25.96797 0.792 0.444 -0.666
H -7.60884 -22.69621 23.44674 0.922 0.595 0.293
H -6.04690 -22.95214 24.28967 -0.728 0.358 -0.225
H -6.73145 -20.38293 22.72540 -0.477 -0.144 0.212
H -5.71054 -21.66397 22.25988 0.782 -0.341 -0.523
H -3.34009 -21.02109 25.03027 -0.204 -0.013 -0.309
H -3.21458 -21.40468 23.27634 0.410 -0.068 -0.743
H -4.38295 -22.29696 24.30180 0.936 0.657 -0.098
C 5.13257 -17.58710 25.92762 2.097 0.260 -2.133
C 4.37328 -16.82773 26.96570 0.638 -2.072 1.275
N 3.00024 -16.34704 26.59390 -0.400 -0.274 1.583
C 2.48202 -15.69733 27.92980 -0.608 -1.141 -1.345
C 2.96984 -15.27499 25.46724 -0.952 -2.025 -0.366
C 1.59596 -14.61634 25.31276 2.822 0.321 -1.538
C 2.06441 -17.49310 26.17500 -0.915 0.890 0.163
C 1.77743 -18.68887 27.05884 0.948 0.177 1.574
O 1.18327 -18.38448 28.31954 0.269 0.993 -1.108
C 0.87980 -19.51395 29.09156 0.753 -0.418 -0.110
H 4.98333 -17.12735 24.91460 0.278 -0.451 0.719
H 4.88693 -18.64888 25.84305 -0.209 0.184 0.125
H 6.28993 -17.55542 26.09470 -2.209 0.104 -0.033
H 4.97229 -16.00640 27.32140 -0.172 0.606 0.078
H 4.31818 -17.58540 27.82885 -0.561 1.528 -0.864
H 2.96716 -14.74963 28.07101 0.174 0.400 -0.110
H 2.67415 -16.36621 28.76651 0.091 -0.038 -0.293
H 1.40467 -15.62516 27.79099 0.114 0.324 0.294
H 3.18456 -15.82010 24.50335 0.249 0.645 1.146
H 3.70113 -14.55745 25.73041 0.984 0.568 0.107
H 0.95802 -15.32470 24.86248 -1.501 -0.577 0.301
H 1.81914 -13.96018 24.45032 -0.381 0.329 0.598
H 1.36391 -14.05320 26.18481 -0.945 0.289 0.353
H 2.39869 -17.91604 25.22423 0.217 0.379 0.043
H 1.10266 -16.97894 26.01916 0.371 -0.287 -0.111
H 2.69388 -19.25047 27.25318 0.211 -0.184 -0.102
H 1.13404 -19.31781 26.47031 -0.514 -0.402 -0.359
H 0.29478 -20.22061 28.54834 -0.694 -0.556 -0.633
H 0.32105 -19.19890 29.93890 -0.367 0.388 0.686
H 1.77133 -20.04755 29.42589 0.286 0.132 0.073
C 2.73265 -29.66365 32.96839 -0.531 1.372 -0.914
C 1.87417 -29.07279 31.84554 -0.748 -0.771 0.588
N 0.29112 -29.36273 31.91133 1.524 -0.295 0.624
C 0.19143 -30.80991 32.34140 -1.069 0.530 -0.166
C -0.27464 -28.51039 33.02880 0.625 -0.585 -0.142
C -1.75189 -28.79197 33.20409 0.790 -0.225 1.053
C -0.39970 -29.20236 30.58254 -0.592 1.915 0.198
C -0.42161 -27.77922 30.00088 -0.376 -1.139 1.257
O 0.89467 -27.37790 29.85797 0.202 0.080 -0.425
C 0.97240 -26.17324 29.18414 -0.621 0.808 -1.627
H 3.68127 -29.17671 32.76470 0.302 0.134 0.253
H 2.94083 -30.69879 32.88659 -0.222 -1.078 0.403
H 2.35873 -29.26484 33.90764 0.326 -0.636 0.376
H 2.27463 -29.34308 30.88162 -0.423 -0.202 -0.414
H 2.00038 -28.03419 31.98976 -0.413 1.220 -0.383
H 0.74966 -31.32925 31.62134 0.752 -1.001 -0.995
H -0.85219 -31.16918 32.28467 0.563 0.389 0.267
H 0.66606 -30.97417 33.30604 -0.372 0.239 0.050
H -0.07761 -27.48104 32.82897 -0.057 0.799 -0.732
H 0.45052 -28.71882 33.81626 -0.805 -0.231 0.605
H -2.18504 -28.05305 33.85243 -0.089 0.553 0.320
H -1.90867 -29.74550 33.76258 -0.219 0.462 -1.105
H -2.19380 -28.61968 32.22501 -0.697 -0.673 0.205
H -1.47874 -29.38946 30.63590 0.319 -0.936 0.205
H 0.15247 -29.77891 29.88076 0.159 -0.945 -0.469
H -1.01923 -27.08268 30.61666 0.215 -0.124 -0.062
H -0.96837 -27.90195 29.06628 0.061 0.176 -0.393
H 0.73895 -26.20458 28.07041 0.006 -0.386 1.172
H 1.94484 -25.79284 29.26328 1.631 0.307 0.094
H 0.34929 -25.41488 29.63704 -0.597 0.235 0.192
C -11.25086 -26.62205 33.06345 -1.332 -3.825 -1.603
C -10.62440 -26.66887 31.63381 1.154 0.937 0.733
N -9.12018 -26.85795 31.80077 -1.124 -0.664 -1.678
C -8.63561 -26.73534 30.38622 0.786 -1.293 0.369
C -8.61599 -25.70927 32.56228 -1.004 0.755 0.458
C -7.16726 -25.75009 33.00020 -0.054 2.463 -1.237
C -8.74982 -28.18657 32.40159 1.343 1.156 0.447
C -9.50487 -29.39668 31.93703 -0.125 -0.602 -0.009
O -9.42370 -29.55094 30.51482 -1.125 -0.283 0.444
C -10.32936 -30.57840 30.04498 0.450 0.731 -0.163
H -12.03509 -27.48675 33.06364 1.131 1.581 0.215
H -11.77023 -25.75740 33.34349 -0.449 1.413 0.223
H -10.53132 -26.92870 33.82707 -0.276 0.220 -0.137
H -10.60323 -25.76722 30.97069 -0.981 -0.314 0.954
H -10.89966 -27.49807 30.99195 -0.527 -0.172 0.284
H -9.13726 -27.46286 29.76460 0.360 -0.454 0.107
H -7.56598 -26.78161 30.38576 0.689 -0.755 -0.036
H -8.86100 -25.80630 29.98327 -0.787 2.040 -0.265
H -9.29662 -25.63049 33.42974 0.720 0.160 -0.298
H -8.91239 -24.86370 31.86892 0.915 -0.479 0.944
H -6.51623 -25.73310 32.09768 -0.151 -0.593 1.003
H -6.86945 -26.41276 33.79735 -0.091 -0.552 -0.213
H -7.09464 -24.72429 33.41479 0.401 -0.391 0.055
H -8.80095 -28.06394 33.50004 -0.298 -0.281 -0.495
H -7.66705 -28.22199 32.19220 -0.236 -0.506 -0.119
H -10.55236 -29.43575 32.35151 0.729 0.162 -0.709
H -8.96077 -30.22940 32.39756 -0.194 -0.129 0.141
H -9.99229 -31.56559 30.36017 -0.013 -0.046 -0.113
H -10.40822 -30.48414 28.95903 0.512 -0.199 0.103
H -11.34155 -30.39937 30.38243 -0.290 0.042 0.543
C -13.91777 -21.66580 19.08169 0.635 2.165 1.649
C -15.02343 -21.46161 20.14484 -0.207 -1.071 -0.556
N -16.45893 -21.72410 19.67212 1.421 -0.475 -0.291
C -16.44195 -23.02390 18.89896 0.701 1.639 -1.670
C -17.33652 -21.81966 20.85619 -0.758 -0.921 1.434
C -17.26460 -23.17989 21.62048 -1.552 0.600 -0.055
C -16.93428 -20.63357 18.78634 1.637 -0.462 -1.894
C -16.52012 -19.23618 19.15437 0.726 0.195 0.584
O -17.04123 -18.91838 20.48128 1.315 -1.682 -2.487
C -17.19508 -17.58152 20.75381 -0.749 1.804 0.327
H -14.08854 -21.15415 18.14006 -0.101 0.031 -0.142
H -13.70081 -22.68864 18.94112 0.097 -1.148 -0.264
H -12.96635 -21.22677 19.53015 -1.219 -0.409 -0.537
H -15.11627 -20.50183 20.59068 0.536 0.809 0.299
H -14.86646 -22.17525 20.93950 0.162 -0.147 0.316
H -15.53680 -22.99770 18.18466 -1.858 -0.039 1.010
H -17.39656 -23.05883 18.34925 0.440 -0.472 0.285
H -16.27302 -23.76845 19.62348 0.021 -1.197 0.379
H -18.33717 -21.69263 20.49667 -0.662 -0.045 -0.336
H -17.19772 -20.94291 21.48606 0.537 -0.175 -0.025
H -16.27596 -23.60320 21.59277 0.482 -0.147 0.673
H -17.95017 -23.89444 21.13960 0.317 0.139 -0.159
H -17.73264 -23.09325 22.63846 1.009 0.242 -0.772
H -17.96582 -20.72403 18.66709 -1.897 -0.116 0.258
H -16.56467 -20.95361 17.77046 0.043 0.959 0.833
H -16.81526 -18.55732 18.33036 -0.414 -0.092 0.707
H -15.41244 -19.20159 19.14195 -0.423 0.282 0.200
H -16.36091 -16.97224 21.12438 0.485 -0.740 -0.053
H -17.94701 -17.60736 21.50703 -0.569 0.557 0.832
H -17.60952 -17.00947 19.92965 -0.147 -0.085 -0.450
C -5.99342 -27.46979 26.23274 0.006 -0.036 -0.003
C -5.99494 -26.65928 27.48627 -1.167 1.691 -0.037
N -5.15991 -25.38986 27.43870 0.190 0.303 2.389
C -5.42333 -24.52171 26.28697 1.194 0.322 -1.072
C -5.55921 -24.52906 28.66655 0.920 -0.258 0.182
C -4.88200 -24.85884 30.00292 0.262 0.081 0.021
C -3.74407 -25.84043 27.53018 -0.520 -0.618 -0.690
C -2.73404 -24.77191 27.33886 1.574 1.092 0.362
O -2.70650 -24.36623 25.93882 -0.964 -1.541 2.349
C -1.56822 -23.69655 25.54644 0.948 -1.272 -1.429
H -5.68038 -28.46341 26.46401 -0.240 -0.880 -0.053
H -5.33778 -27.14154 25.47535 1.246 0.604 -0.676
H -6.92670 -27.40091 25.72223 -0.963 -0.456 -0.045
H -5.64674 -27.22252 28.32668 0.289 -0.178 0.637
H -7.00682 -26.27859 27.70935 0.293 -0.326 -0.075
H -5.03347 -23.45881 26.39643 0.070 -1.648 0.154
H -6.47423 -24.41929 26.25451 -1.354 -0.121 -0.488
H -4.94632 -25.04217 25.42387 -0.772 0.846 0.304
H -6.62369 -24.50224 28.63357 -0.979 -0.129 0.226
H -5.21353 -23.53521 28.40530 0.045 0.258 0.043
H -4.87374 -25.85170 30.48646 -0.192 -0.151 -0.974
H -5.34052 -24.24300 30.78500 0.254 0.232 -0.442
H -3.85604 -24.51047 29.83776 -0.017 -0.150 0.721
H -3.62150 -26.44920 26.62077 0.060 -0.399 0.554
H -3.65536 -26.44518 28.46840 0.197 0.536 -0.810
H -1.76962 -25.30912 27.58806 -0.587 0.836 -0.239
H -2.85433 -23.88083 28.03433 0.143 -0.794 -0.933
H -1.58284 -22.69962 25.83579 -0.114 2.151 0.564
H -1.67194 -23.79412 24.45766 0.809 0.424 0.076
H -0.59661 -24.11626 25.89693 -0.648 -0.233 -0.199
C -11.93748 -23.96001 20.74642 -1.297 1.741 -1.356
C -13.32511 -24.02139 21.42173 0.430 2.381 0.309
O -14.20614 -24.76818 20.97819 -0.881 -1.207 -0.924
O -13.48897 -23.20796 22.36731 0.295 -0.500 -0.128
H -11.59322 -22.90375 20.68462 -0.098 -0.774 0.518
H -11.83029 -24.35034 19.73593 -0.473 -0.360 -0.008
H -11.37170 -24.53245 21.38443 2.045 -1.105 1.434
C -5.18833 -30.11762 31.40257 0.642 0.402 0.009
C -4.78896 -28.69073 31.00628 0.836 0.633 0.649
O -5.58261 -27.81616 31.39971 -0.921 0.597 -0.108
O -3.69715 -28.41208 30.41513 -0.248 -0.897 -0.140
H -5.87791 -30.46288 30.64383 -0.173 -0.410 -0.089
H -5.66786 -30.13079 32.38743 -0.068 0.189 -0.317
H -4.31179 -30.74743 31.46733 0.135 -0.376 -0.279
C -2.70655 -19.23018 28.76088 -1.219 -0.422 2.272
C -3.17528 -20.27869 27.77210 -0.393 -2.170 -0.052
O -2.79722 -20.13128 26.57106 -0.288 0.087 0.500
O -3.86101 -21.29328 28.21584 1.342 2.078 -1.088
H -2.18508 -18.38699 28.34797 -0.001 0.314 -0.468
H -2.02774 -19.69499 29.51742 -0.539 0.137 -0.585
H -3.61105 -18.89964 29.38189 1.231 -0.236 -0.869
C -11.16754 -24.56597 27.36572 -1.210 -0.535 1.324
C -10.00962 -24.20104 28.32769 0.407 -0.979 0.541
O -10.26652 -24.01359 29.57834 0.271 0.061 -1.843
O -8.85886 -24.31498 27.80965 -0.580 0.501 0.614
H -11.08806 -25.65240 27.16484 -0.020 0.359 0.334
H -11.10595 -24.13478 26.39176 0.267 0.705 -0.573
H -12.19912 -24.37815 27.79462 1.210 -0.138 -0.380
```
Forces are in eV/Å.

Charge ... +5
E_tot ... -5910.53394 Ha
Orbital gap ... 0.296 Eh